1.
The ion C21H26F3S with charge +1. Source: OMol25; level of theory: ωB97M-V/def2-TZVPD.

The value obtained for the maximum force is 0.0993 Eh/bohr. The LUMO energy comes out at -4.47 eV. The orbital gap is 8.1 eV.

Structure (ORCA input):
```
! wB97M-V def2-TZVPD RIJCOSX def2/J DEFGRID3
* xyz 1 1
C -0.45 1.12 5.07
C 0.04 0.09 4.04
C -0.77 -1.21 4.03
C -0.30 -2.18 2.98
S -0.27 -1.36 0.98
C 0.57 -2.93 0.52
C 2.03 -2.56 0.33
C 2.91 -3.76 0.01
C 4.33 -3.21 -0.15
H 0.23 1.97 5.08
H -1.45 1.49 4.82
H -0.46 0.71 6.08
H 0.03 0.54 3.04
H 1.09 -0.16 4.26
H -0.66 -1.70 5.01
H -1.84 -1.01 3.89
H 0.76 -2.46 3.08
H -0.96 -3.05 2.84
H 0.42 -3.64 1.34
H 0.13 -3.35 -0.38
H 2.09 -1.85 -0.50
H 2.42 -2.02 1.22
H 2.84 -4.51 0.81
H 2.56 -4.22 -0.92
H 5.04 -3.99 -0.44
H 4.34 -2.43 -0.92
H 4.66 -2.76 0.80
F -6.40 -1.78 -0.45
C -5.27 -1.36 0.24
C -5.43 -0.82 1.51
C -4.26 -0.37 2.13
F -4.37 0.22 3.38
C -3.00 -0.50 1.56
C -2.87 -1.11 0.31
C -1.45 -1.13 -0.26
C -1.19 -1.87 -1.60
C -0.10 -1.43 -2.36
C 0.15 -1.99 -3.62
C -0.72 -2.96 -4.14
C -1.75 -3.41 -3.34
F -2.62 -4.37 -3.84
C -1.96 -2.95 -2.04
C -4.03 -1.50 -0.38
H -6.41 -0.72 1.97
H -2.15 -0.08 2.08
H -1.21 -0.06 -0.48
H 0.54 -0.62 -1.98
H 1.03 -1.68 -4.19
H -0.59 -3.34 -5.15
H -2.72 -3.40 -1.41
H -3.98 -1.89 -1.40
*
```

---

2.
A structure of composition C21H26F6HfIN3OS4. Source: OMol25; level of theory: ωB97M-V/def2-TZVPD.

The value obtained for the maximum force is 0.0877 Eh/bohr. The LUMO energy comes out at -6.23 eV. The orbital gap is 7.1 eV. As for the energy above the lowest of the compared OMol25 structures with the same formula, charge and spin: 14.6 kcal per mole.

Structure (ORCA input):
```
! wB97M-V def2-TZVPD RIJCOSX def2/J DEFGRID3
* xyz 2 1
Hf -7.19 4.93 14.69
C -9.58 6.93 12.81
C -9.46 5.98 11.65
S -7.95 5.01 11.95
C -8.35 3.27 11.62
C -9.41 2.55 12.47
S -9.38 3.29 14.24
C -10.94 4.25 14.33
C -10.92 5.53 15.07
S -9.40 6.54 14.62
H -8.78 7.57 12.80
H -10.50 7.48 12.92
H -10.35 5.25 11.52
H -9.29 6.49 10.69
H -8.72 3.20 10.57
H -7.40 2.70 11.54
H -10.34 2.68 12.06
H -9.14 1.48 12.63
H -11.24 4.47 13.26
H -11.70 3.55 14.70
H -11.78 6.12 14.75
H -11.06 5.19 16.18
I -3.90 3.02 17.35
C -5.86 3.02 18.27
C -5.87 2.15 19.37
C -7.12 1.94 19.94
C -8.25 2.71 19.59
C -8.24 3.70 18.55
C -9.10 4.78 18.52
C -8.90 5.90 17.80
C -7.71 5.89 16.91
C -6.95 4.77 16.84
C -6.98 3.78 17.82
H -4.92 1.81 19.82
H -7.13 1.28 20.79
H -9.16 2.58 20.21
H -10.08 4.66 19.08
H -9.46 6.86 17.93
H -7.42 6.97 16.54
N -5.12 4.08 14.36
N -5.14 3.11 13.30
C -5.86 2.01 13.58
N -5.72 0.88 12.86
S -6.93 2.13 14.85
H -4.23 4.66 14.32
H -5.04 3.55 15.21
H -4.37 3.18 12.59
H -5.11 0.92 12.01
H -6.45 0.17 12.96
C -6.10 8.77 13.63
C -5.26 7.63 14.15
O -6.14 6.48 14.16
C -4.74 8.00 15.57
F -3.67 8.83 15.54
F -4.43 6.92 16.30
F -5.75 8.64 16.19
C -4.11 7.33 13.22
F -3.58 8.39 12.57
F -4.69 6.53 12.20
F -3.05 6.57 13.74
H -7.13 8.70 13.94
H -6.16 8.76 12.53
H -5.84 9.83 13.96
*
```

---

3.
An isolated molecule of C21H26FN3OS. Source: OMol25; level of theory: ωB97M-V/def2-TZVPD.

The value obtained for the maximum force is 0.0131 Eh/bohr. The structure (SMILES) is Cc1ccc(C(=O)N2CCC[C@H](N3CCN(c4ccccc4F)CC3)C2)s1. The LUMO energy comes out at 0.67 eV. The orbital gap is 8.2 eV. As for the energy above the lowest of the compared OMol25 structures with the same formula, charge and spin: 14.5 kcal per mole.

Structure (ORCA input):
```
! wB97M-V def2-TZVPD RIJCOSX def2/J DEFGRID3
* xyz 0 1
C -8.00 -1.52 1.13
C -6.70 -1.28 0.44
C -6.48 -1.06 -0.88
C -5.12 -0.85 -1.19
C -4.31 -0.92 -0.10
C -2.83 -0.88 -0.02
O -2.21 -1.78 0.53
N -2.21 0.16 -0.63
C -2.83 1.41 -0.98
C -2.42 2.50 0.02
C -0.90 2.61 0.10
C -0.31 1.25 0.46
N 1.12 1.34 0.68
C 1.65 0.29 1.54
C 3.17 0.31 1.53
N 3.66 -0.01 0.21
C 4.82 -0.70 -0.01
C 5.04 -1.42 -1.20
C 6.21 -2.10 -1.43
C 7.23 -2.12 -0.50
C 7.05 -1.41 0.69
C 5.89 -0.72 0.91
F 5.81 -0.01 2.07
C 2.78 0.34 -0.88
C 1.96 1.57 -0.48
C -0.77 0.21 -0.59
S -5.22 -1.26 1.34
H -8.82 -1.46 0.42
H -8.16 -0.77 1.91
H -8.01 -2.50 1.60
H -7.27 -1.04 -1.62
H -4.76 -0.69 -2.19
H -3.91 1.30 -0.99
H -2.49 1.69 -1.99
H -2.86 3.45 -0.29
H -2.82 2.24 1.00
H -0.61 3.34 0.85
H -0.51 2.95 -0.86
H -0.74 0.94 1.43
H 1.30 -0.71 1.24
H 1.29 0.47 2.56
H 3.52 1.29 1.86
H 3.53 -0.44 2.24
H 4.26 -1.45 -1.94
H 6.33 -2.64 -2.36
H 8.14 -2.66 -0.68
H 7.82 -1.38 1.44
H 3.38 0.59 -1.77
H 2.11 -0.49 -1.14
H 1.36 1.90 -1.33
H 2.66 2.38 -0.24
H -0.41 -0.78 -0.33
H -0.40 0.49 -1.58
*
```

---

4.
An isolated molecule of C21H26N2O4S. Source: OMol25; level of theory: ωB97M-V/def2-TZVPD.

The value obtained for the maximum force is 0.0206 Eh/bohr. The structure (SMILES) is Cc1ccc(CN(c2ccc(C(=O)NC[C@H]3CCCO3)cc2)S(C)(=O)=O)cc1. The LUMO energy comes out at 0.57 eV. The orbital gap is 9.3 eV. As for the energy above the lowest of the compared OMol25 structures with the same formula, charge and spin: 8.7 kcal per mole.

Structure (ORCA input):
```
! wB97M-V def2-TZVPD RIJCOSX def2/J DEFGRID3
* xyz 0 1
C 0.29 -4.68 -0.66
C 1.18 -3.58 -0.19
C 1.68 -2.63 -1.09
C 2.48 -1.60 -0.65
C 2.80 -1.47 0.70
C 3.64 -0.31 1.16
N 3.26 0.92 0.51
C 1.92 1.31 0.52
C 1.08 0.90 1.56
C -0.25 1.26 1.57
C -0.79 2.06 0.57
C -2.23 2.42 0.48
O -2.62 3.43 -0.08
N -3.07 1.53 1.06
C -4.50 1.56 0.84
C -4.90 0.47 -0.17
C -4.25 0.67 -1.56
C -3.17 -0.40 -1.61
C -3.76 -1.48 -0.71
O -4.44 -0.78 0.32
C 0.06 2.50 -0.44
C 1.39 2.14 -0.47
S 4.36 1.60 -0.57
C 4.44 3.31 0.01
O 5.62 0.98 -0.31
O 3.88 1.57 -1.92
C 2.31 -2.41 1.59
C 1.52 -3.46 1.15
H 0.50 -5.61 -0.12
H 0.41 -4.86 -1.73
H -0.76 -4.42 -0.48
H 1.43 -2.71 -2.14
H 2.86 -0.87 -1.35
H 3.59 -0.20 2.25
H 4.69 -0.47 0.89
H 1.46 0.29 2.36
H -0.87 0.94 2.40
H -2.72 0.63 1.34
H -5.01 1.37 1.78
H -4.76 2.55 0.46
H -5.99 0.45 -0.25
H -4.99 0.51 -2.35
H -3.84 1.68 -1.66
H -2.23 -0.03 -1.20
H -2.98 -0.77 -2.62
H -4.48 -2.10 -1.27
H -3.02 -2.13 -0.24
H -0.35 3.13 -1.22
H 2.01 2.45 -1.30
H 3.44 3.70 0.11
H 4.96 3.29 0.96
H 5.00 3.88 -0.72
H 2.56 -2.34 2.64
H 1.15 -4.18 1.86
*
```

---

Number 4 is which compound?
C21H26N2O4S

---

Look up the maximum force of the second one.
0.0877 Eh/bohr